(1)
The following is a quantum chemistry calculation of a molecular structure, C27H39N2O6RhSSi in a non-equilibrium geometry, from the Open Molecules 2025 dataset.

## Properties
* ΔE to the lowest compared entry with this formula, charge and spin: 17.16 kcal/mol
* E_LUMO (alpha / beta): -1.5 / -1.5 eV
* max |F|: 2.10 eV Å⁻¹
* energy: -2411.55888 Ha

Structure (ORCA input):
```
! RIJCOSX wB97M-V def2-TZVPD def2/J DEFGRID3
* xyz 0 1
Rh 1.747 1.480 -0.199
C 1.738 1.714 -4.469
O 2.930 0.961 -4.664
C 3.787 0.656 -3.658
C 4.904 -0.066 -4.045
C 5.900 -0.430 -3.145
C 5.781 -0.088 -1.820
C 4.649 0.615 -1.383
C 4.528 0.870 0.029
N 3.466 1.291 0.632
N 3.510 1.473 2.004
C 2.354 1.923 2.426
O 1.384 2.257 1.630
C 2.138 2.090 3.879
C 1.081 2.877 4.326
C 0.857 3.027 5.685
C 1.679 2.384 6.600
C 2.731 1.594 6.155
C 2.964 1.448 4.798
C 3.649 1.029 -2.302
O 2.639 1.790 -1.902
H 1.259 1.726 -5.445
H 1.959 2.732 -4.153
H 1.079 1.247 -3.744
H 4.978 -0.338 -5.090
H 6.760 -0.984 -3.494
H 6.537 -0.374 -1.100
H 5.377 0.665 0.673
H 0.443 3.361 3.601
H 0.040 3.646 6.031
H 1.498 2.495 7.662
H 3.370 1.091 6.868
H 3.779 0.837 4.437
C -1.686 2.254 -0.532
C -2.732 1.550 0.326
C -2.961 2.318 1.619
C -4.034 1.367 -0.444
O -2.266 0.251 0.724
Si -1.388 -0.875 -0.056
S 0.712 -0.493 -0.047
O -1.476 -2.279 0.745
C -2.572 -2.906 1.437
C -2.731 -2.239 2.797
C -2.173 -4.366 1.590
C -3.847 -2.779 0.612
O -1.971 -0.985 -1.573
C -1.577 -1.732 -2.737
C -2.849 -1.905 -3.555
C -1.007 -3.087 -2.337
C -0.547 -0.923 -3.507
H -2.018 3.264 -0.775
H -1.519 1.711 -1.465
H -0.739 2.320 0.012
H -3.381 3.303 1.410
H -2.019 2.443 2.155
H -3.654 1.772 2.260
H -4.430 2.333 -0.763
H -4.777 0.879 0.188
H -3.865 0.748 -1.325
H -1.808 -2.336 3.369
H -3.542 -2.710 3.356
H -2.953 -1.180 2.678
H -1.245 -4.442 2.155
H -2.018 -4.820 0.611
H -2.952 -4.921 2.115
H -4.114 -1.730 0.469
H -4.676 -3.277 1.118
H -3.714 -3.234 -0.370
H -3.603 -2.436 -2.972
H -2.646 -2.474 -4.464
H -3.252 -0.931 -3.836
H -1.736 -3.655 -1.759
H -0.107 -2.970 -1.730
H -0.748 -3.658 -3.230
H -0.960 0.050 -3.779
H -0.256 -1.446 -4.420
H 0.342 -0.770 -2.896
*
```

***

(2)
The following is a quantum chemistry calculation of 8 unconnected molecules or ions with the total composition C23H39BrN10O in a non-equilibrium geometry, from the Open Molecules 2025 dataset.

## Properties
* E_LUMO: 0.5 eV
* max |F|: 2.23 eV Å⁻¹
* SMILES string: NCCCC[C@H]1C(=O)N[C@@H](Br)[C@@H]1CN.CC#N.CC#N.CC#N.CC#N.CC#N.CC#N.CC#N
* energy: -4096.53652 Ha

Structure (ORCA input):
```
! RIJCOSX wB97M-V def2-TZVPD def2/J DEFGRID3
* xyz 0 1
N -0.146 -1.301 0.786
C -1.518 -1.022 0.340
C -1.952 0.428 0.561
C -1.595 1.028 1.917
C -0.140 1.490 2.131
C 0.495 2.127 0.920
C 0.001 3.512 0.537
O -1.068 4.040 0.828
N 1.042 4.178 -0.210
C 2.101 3.151 -0.351
Br 3.752 3.952 -0.916
C 2.029 2.401 0.976
C 2.854 1.119 1.190
N 4.039 0.992 0.308
H 0.047 -2.299 0.727
H 0.466 -0.827 0.136
H -2.205 -1.725 0.801
H -1.573 -1.202 -0.738
H -1.595 1.021 -0.274
H -3.037 0.432 0.490
H -2.248 1.867 2.136
H -1.794 0.271 2.673
H -0.110 2.191 2.964
H 0.460 0.625 2.391
H 0.427 1.448 0.073
H 1.380 4.840 0.493
H 1.732 2.510 -1.144
H 2.299 3.117 1.752
H 3.189 1.130 2.224
H 2.232 0.235 1.093
H 4.853 0.790 0.871
H 3.922 0.154 -0.246
C -1.336 5.405 -2.532
C -0.985 6.129 -3.748
N -0.708 6.699 -4.706
H -2.235 5.834 -2.092
H -1.521 4.358 -2.765
H -0.524 5.463 -1.810
C -0.636 -5.465 2.745
C -0.098 -4.816 1.559
N 0.310 -4.293 0.622
H -1.518 -4.924 3.076
H -0.908 -6.494 2.522
H 0.101 -5.455 3.544
C -2.715 2.709 -5.238
C -2.439 2.218 -3.893
N -2.218 1.828 -2.835
H -1.891 2.451 -5.900
H -3.627 2.255 -5.614
H -2.831 3.792 -5.222
C -1.067 -0.836 5.153
C -1.550 -1.863 4.239
N -1.938 -2.655 3.507
H -0.761 -1.293 6.091
H -0.217 -0.324 4.706
H -1.859 -0.115 5.345
C -0.124 -9.127 4.501
C -0.534 -7.883 5.143
N -0.854 -6.906 5.653
H -0.768 -9.939 4.830
H -0.199 -9.028 3.420
H 0.906 -9.356 4.768
C -4.232 -1.113 -6.281
C -4.444 0.198 -6.882
N -4.615 1.235 -7.346
H -3.926 -1.822 -7.047
H -3.455 -1.048 -5.521
H -5.154 -1.458 -5.820
C 7.057 1.124 -2.329
C 7.010 0.243 -1.168
N 6.969 -0.445 -0.250
H 7.693 0.693 -3.100
H 6.052 1.256 -2.724
H 7.453 2.094 -2.038
*
```

***

(3)
The following is a quantum chemistry calculation of a molecular structure, C5H8HgO3 in a non-equilibrium geometry, from the Open Molecules 2025 dataset.

## Properties
* ΔE to the lowest compared entry with this formula, charge and spin: 0.95 kcal/mol
* E_LUMO (alpha / beta): 0.2 / -3.3 eV
* max |F|: 1.68 eV Å⁻¹
* energy: -574.30722 Ha

Structure (ORCA input):
```
! RIJCOSX wB97M-V def2-TZVPD def2/J DEFGRID3
* xyz 0 3
C 1.806 -0.472 1.269
C 1.389 -1.688 1.847
H 2.240 -0.568 0.265
H 2.527 0.099 1.874
H 1.043 -2.517 1.226
H 1.340 -1.805 2.933
O -0.883 0.407 -3.433
C -1.314 0.432 -2.252
O -2.464 0.038 -1.936
Hg -3.044 -0.343 -4.448
O -0.445 0.826 -1.311
C -0.803 0.639 0.059
C 0.361 1.020 0.922
H -1.085 -0.412 0.223
H -1.685 1.260 0.288
H 0.053 1.242 1.950
H 0.964 1.843 0.524
*
```

***

(4)
The following is a quantum chemistry calculation of a molecular structure, C15H27BrCl21N3P in a non-equilibrium geometry, from the Open Molecules 2025 dataset.

## Properties
* E_LUMO: -3.9 eV
* max |F|: 2.44 eV Å⁻¹
* energy: -13331.05809 Ha

Structure (ORCA input):
```
! RIJCOSX wB97M-V def2-TZVPD def2/J DEFGRID3
* xyz 1 1
C -1.411 2.602 -1.970
C -1.291 3.126 -0.485
P -3.041 3.175 0.177
C -3.653 4.966 0.103
N -3.102 2.807 1.924
C -2.970 1.588 2.366
N -2.977 1.285 3.780
N -2.795 0.543 1.386
Br -4.186 -0.730 1.627
C -1.524 -0.162 1.844
C -0.668 -0.610 0.605
C 0.748 0.083 0.558
C -0.414 -2.178 0.631
H -1.629 1.509 -2.015
H -0.466 2.786 -2.538
H -2.251 3.094 -2.513
H -0.590 2.505 0.105
H -0.907 4.173 -0.579
H -3.045 5.594 -0.576
H -4.737 4.969 -0.140
H -3.563 5.387 1.141
H -3.253 3.562 2.597
H -2.748 2.160 4.256
H -3.968 1.107 3.984
H -1.779 -0.983 2.545
H -0.904 0.582 2.410
H -1.240 -0.295 -0.303
H 0.708 1.003 -0.066
H 1.484 -0.591 0.074
H 1.111 0.317 1.580
H 0.626 -2.320 1.002
H -0.477 -2.564 -0.406
H -1.168 -2.688 1.267
C -5.138 -3.801 4.020
Cl -5.803 -2.756 2.751
Cl -6.434 -4.662 4.849
Cl -3.967 -4.933 3.338
H -4.627 -3.174 4.742
C 4.601 0.593 1.923
Cl 4.550 2.145 2.768
Cl 3.504 -0.567 2.686
Cl 4.203 0.803 0.213
H 5.605 0.203 1.990
C 6.083 -3.291 0.870
Cl 6.871 -1.997 1.781
Cl 6.222 -4.819 1.742
Cl 4.378 -2.922 0.543
H 6.595 -3.393 -0.080
C -0.757 4.826 -5.397
Cl -2.088 5.270 -4.318
Cl 0.040 6.272 -6.021
Cl 0.411 3.780 -4.572
H -1.169 4.276 -6.239
C 0.569 -4.474 -2.935
Cl -0.711 -5.074 -1.873
Cl 0.097 -2.937 -3.672
Cl 2.088 -4.299 -2.048
H 0.719 -5.200 -3.726
C -1.958 2.288 -9.067
Cl -1.222 3.791 -8.492
Cl -0.731 1.214 -9.742
Cl -2.837 1.489 -7.757
H -2.665 2.535 -9.851
C 7.978 -5.380 5.546
Cl 9.109 -6.348 4.594
Cl 7.711 -3.808 4.783
Cl 6.447 -6.238 5.753
H 8.412 -5.215 6.525
*
```

***

(5)
The following is a quantum chemistry calculation of 2 unconnected molecules or ions with the total composition C8H19B2BrN4O4PS in a non-equilibrium geometry, from the Open Molecules 2025 dataset.

## Properties
* E_LUMO: -3.7 eV
* max |F|: 1.31 eV Å⁻¹
* energy: -4199.45853 Ha

Structure (ORCA input):
```
! RIJCOSX wB97M-V def2-TZVPD def2/J DEFGRID3
* xyz 1 1
C -1.771 -4.604 -0.628
C -0.261 -4.747 -0.718
O 0.298 -3.833 -1.706
B 1.579 -3.528 -1.424
O 2.553 -4.460 -1.402
N 1.901 -2.063 -1.188
C 3.100 -1.481 -1.397
P 4.732 -2.138 -1.960
S 5.515 -3.559 -0.932
N 2.990 -0.191 -1.123
C 1.714 0.137 -0.706
B 1.207 1.609 -0.302
N 0.119 2.210 -0.964
O 1.887 2.259 0.687
C 1.053 -1.054 -0.759
Br -0.742 -1.235 -0.327
H -2.033 -4.091 0.289
H -2.168 -4.010 -1.439
H -2.232 -5.582 -0.581
H 0.017 -5.774 -0.921
H 0.165 -4.501 0.256
H 3.015 -4.530 -0.559
H 4.586 -2.340 -3.340
H 5.486 -0.958 -1.848
H 3.758 0.459 -1.207
H -0.275 1.597 -1.666
H -0.630 2.347 -0.266
H 2.272 1.625 1.297
C -2.595 3.364 1.125
O -1.551 2.750 1.326
N -3.107 4.265 1.959
C -4.348 4.966 1.675
C -2.396 4.556 3.197
H -3.201 3.213 0.217
H -4.168 6.040 1.632
H -5.080 4.760 2.456
H -4.751 4.638 0.719
H -1.395 4.923 2.973
H -2.301 3.650 3.794
H -2.942 5.307 3.759
*
```

***

(6)
The following is a quantum chemistry calculation of a molecular structure, C18H19FNO10Sr in a non-equilibrium geometry, from the Open Molecules 2025 dataset.

## Properties
* ΔE to the lowest compared entry with this formula, charge and spin: 0.00 kcal/mol
* E_LUMO: 5.8 eV
* max |F|: 3.19 eV Å⁻¹
* energy: -1635.03621 Ha

Structure (ORCA input):
```
! RIJCOSX wB97M-V def2-TZVPD def2/J DEFGRID3
* xyz -3 1
Sr -23.735 3.513 13.602
C -22.832 -0.533 11.148
C -22.710 -1.796 11.787
C -22.230 -1.753 13.288
O -21.950 -2.812 13.878
C -21.949 -0.494 13.932
C -22.108 0.672 13.239
C -22.559 0.674 11.796
O -22.782 1.788 11.230
O -21.770 1.767 13.861
O -22.909 -2.893 11.252
H -23.117 -0.534 10.103
H -21.693 -0.483 14.979
C -27.970 4.468 13.141
C -26.561 4.706 13.222
C -26.111 5.332 14.581
O -24.907 5.626 14.778
C -27.067 5.654 15.588
C -28.427 5.482 15.407
C -28.896 4.815 14.123
O -30.127 4.686 13.895
O -29.244 5.774 16.324
O -25.711 4.473 12.345
H -28.348 4.161 12.176
H -26.777 6.077 16.542
F -25.324 1.505 14.044
C -24.509 2.649 17.287
O -23.485 3.123 16.404
C -23.026 4.357 16.970
C -21.768 4.863 16.249
N -22.164 5.142 14.861
C -21.080 5.506 13.934
C -21.691 5.958 12.603
O -22.418 4.896 12.000
C -22.154 4.798 10.617
H -25.421 3.241 17.329
H -24.016 2.417 18.243
H -24.710 1.655 16.868
H -22.624 4.115 17.966
H -23.772 5.145 17.069
H -20.970 4.118 16.218
H -21.466 5.832 16.684
H -22.802 5.917 15.045
H -20.376 4.713 13.688
H -20.683 6.394 14.455
H -20.872 6.394 12.026
H -22.295 6.823 12.911
H -22.200 5.798 10.154
H -23.029 4.382 10.113
H -21.247 4.256 10.365
*
```